C51H36CrF5N4O2S2Te as an isolated structure at a distorted geometry. Source: the OMol25 dataset; level of theory: ωB97M-V/def2-TZVPD.

Structure (XYZ):
```
102
Properties=species:S:1:pos:R:3:lowdin_charge:R:1
Cr 0.4878 -0.0205 0.0457 0.489
C -5.7394 2.2969 2.4736 -0.048
C -4.3157 1.9177 2.1569 -0.252
C -3.2522 2.4525 2.8821 0.021
C -1.9413 2.0955 2.6300 -0.049
C -0.8075 2.6910 3.4022 -0.286
O 0.1718 2.0420 3.7045 0.110
C -0.9375 4.1199 3.8328 -0.147
C -0.2949 4.5029 5.0082 -0.015
C -0.4225 5.7945 5.4892 -0.076
C -1.1851 6.7209 4.7921 -0.086
C -1.7864 6.3615 3.5945 -0.077
C -1.6627 5.0681 3.1118 -0.035
C -1.6477 1.1031 1.6450 -0.275
O -0.4358 0.7286 1.4506 -0.226
C -2.7295 0.5624 0.8872 -0.073
C -4.0321 1.0159 1.1556 0.032
C -2.5235 -0.5206 -0.0568 -0.180
N -1.3619 -1.0223 -0.3789 0.022
C -1.3568 -2.2419 -1.1984 -0.268
C -0.5314 -3.4196 -0.6724 -0.489
Te -1.3487 -4.7738 0.8331 1.279
C -1.9705 -3.6911 2.5593 -0.559
C -1.2050 -2.7205 3.1826 -0.134
C -1.6216 -2.1476 4.3760 -0.061
C -2.8243 -2.5295 4.9497 -0.081
C -3.5947 -3.5049 4.3316 -0.092
C -3.1660 -4.0928 3.1511 -0.181
C -3.7763 -1.0929 -0.6501 -0.223
C -4.1154 -0.7898 -1.9647 -0.024
C -5.2747 -1.3063 -2.5230 -0.068
C -6.1101 -2.1211 -1.7733 -0.078
C -5.7851 -2.4057 -0.4548 -0.062
C -4.6240 -1.8963 0.1047 -0.030
H -5.7746 3.1038 3.2042 0.074
H -6.2757 1.4432 2.8935 0.081
H -6.2719 2.6154 1.5766 0.080
H -3.4600 3.1556 3.6792 0.127
H 0.2939 3.7648 5.5370 0.118
H 0.0691 6.0812 6.4097 0.103
H -1.2994 7.7271 5.1745 0.101
H -2.3580 7.0931 3.0380 0.103
H -2.1131 4.8021 2.1651 0.119
H -4.8559 0.6408 0.5643 0.124
H -0.9438 -1.9581 -2.1689 0.102
H -2.3680 -2.6013 -1.3733 0.100
H 0.4534 -3.1074 -0.3522 -0.007
H -0.4091 -4.1138 -1.5068 0.043
H -0.2793 -2.3909 2.7460 0.062
H -0.9904 -1.4064 4.8489 0.112
H -3.1541 -2.0773 5.8762 0.103
H -4.5374 -3.8099 4.7686 0.103
H -3.7672 -4.8662 2.6864 0.085
H -3.4751 -0.1313 -2.5408 0.127
H -5.5194 -1.0754 -3.5516 0.105
H -7.0170 -2.5164 -2.2113 0.103
H -6.4367 -3.0259 0.1473 0.107
H -4.3759 -2.1063 1.1352 0.119
S -0.3501 1.6760 -1.4250 0.739
C 0.7384 2.9649 -1.9559 -0.613
C 0.3009 3.7856 -2.9983 -0.137
C 1.0730 4.8551 -3.4200 -0.102
C 2.2937 5.1267 -2.8203 -0.105
C 2.7336 4.3148 -1.7866 -0.085
C 1.9637 3.2437 -1.3611 -0.114
H -0.6552 3.5820 -3.4645 0.093
H 0.7131 5.4902 -4.2201 0.099
H 2.8937 5.9649 -3.1498 0.096
H 3.6745 4.5144 -1.2896 0.105
H 2.3111 2.6421 -0.5458 0.016
N 5.5801 -8.5789 -3.1311 0.169
C 5.1059 -7.5378 -3.0249 -0.179
C 4.5035 -6.2489 -2.8842 -0.223
C 3.9388 -5.8773 -1.6641 -0.003
C 3.3334 -4.6444 -1.5301 0.011
C 3.2905 -3.7655 -2.6102 -0.172
C 3.8565 -4.1313 -3.8258 0.004
C 4.4579 -5.3669 -3.9627 -0.008
N 2.6203 -2.5281 -2.4750 0.006
C 1.8396 -1.9065 -3.4322 -0.012
C 1.1901 -0.8992 -2.8003 -0.123
N 1.5501 -0.8838 -1.4678 -0.055
C 2.4277 -1.8557 -1.3204 -0.132
H 3.9619 -6.5654 -0.8306 0.129
H 2.8696 -4.3757 -0.5901 0.117
H 3.8404 -3.4431 -4.6601 0.119
H 4.8944 -5.6575 -4.9079 0.126
H 1.7795 -2.2520 -4.4480 0.126
H 0.4939 -0.1768 -3.1909 0.083
H 2.9694 -2.0753 -0.4164 0.142
F 3.1822 -3.0000 5.5897 0.124
C 3.0019 -2.1214 4.6038 -0.139
C 2.1896 -2.4292 3.5280 -0.155
F 1.5669 -3.6059 3.4413 0.110
C 2.0612 -1.5035 2.5161 -0.215
F 1.2758 -1.8270 1.4370 -0.022
C 2.7027 -0.2703 2.4867 -0.518
S 2.5712 0.7641 1.1148 0.757
C 3.4984 0.0151 3.5993 -0.229
F 4.1504 1.1717 3.6690 0.106
C 3.6452 -0.8915 4.6324 -0.136
F 4.4326 -0.5979 5.6666 0.127
```

Computed properties:
- HOMO level (alpha / beta): -0.2734 / -0.2791 Eh
- Calculated total energy: -4942.7860 hartree
- Multiplicity: 4
- Gap between HOMO and LUMO (alpha / beta): 6.760 / 6.883 eV

***

C51H37GeN12OPdSe as an isolated structure. Source: the OMol25 dataset; level of theory: ωB97M-V/def2-TZVPD.

Structure (XYZ):
```
104
Properties=species:S:1:pos:R:3:lowdin_charge:R:1
Pd -0.1099 0.3741 -1.0925 0.822
Se 1.7896 4.2727 -7.4639 1.165
N 2.6322 3.0488 -6.4867 -0.213
C 1.8543 2.7624 -5.4768 -0.340
C 2.1976 1.7909 -4.4499 -0.084
C 3.3929 1.0764 -4.4600 0.025
C 3.6303 0.1562 -3.4639 -0.011
C 2.6600 -0.0333 -2.4869 -0.098
N 1.5228 0.6459 -2.4647 0.039
C 1.2754 1.5569 -3.4226 -0.138
C 0.0071 2.2699 -3.3665 -0.142
N -0.8290 1.9741 -2.3532 0.015
C -1.9952 2.5944 -2.2716 -0.104
C -2.4103 3.5454 -3.1974 -0.013
C -1.5727 3.8547 -4.2447 0.027
C -0.3395 3.2139 -4.3403 -0.080
C 0.5989 3.4675 -5.4230 -0.340
N 0.3735 4.3180 -6.3885 -0.214
H 4.1068 1.2551 -5.2532 0.127
H 4.5423 -0.4224 -3.4318 0.120
H 2.8053 -0.7581 -1.6980 0.110
H -2.6282 2.3164 -1.4366 0.109
H -3.3748 4.0199 -3.0870 0.118
H -1.8489 4.5819 -4.9970 0.127
C -0.2642 -3.2452 4.0822 -0.074
N -0.4967 -2.4423 2.8988 -0.127
C -1.5042 -1.6002 2.6326 -0.122
N -1.3668 -1.0844 1.4326 0.121
C -0.2006 -1.6423 0.9877 -0.459
N 0.3510 -2.4747 1.8563 0.166
C 0.7490 -2.6558 5.0372 -0.190
C 1.5038 -3.5126 5.8279 -0.030
C 2.3957 -3.0081 6.7631 -0.051
C 2.5484 -1.6416 6.9106 -0.011
C 1.8036 -0.7786 6.1105 -0.133
C 0.9057 -1.2845 5.1758 0.035
C 1.9784 0.6590 6.2855 -0.284
N 2.6455 1.2664 7.2070 0.124
N 2.5197 2.6164 6.9633 0.124
C 1.7855 2.7366 5.9109 -0.287
O 1.3994 1.5310 5.4206 0.133
C 1.3792 3.9668 5.2406 -0.129
C 1.7579 5.1879 5.7878 -0.008
C 1.3907 6.3623 5.1537 -0.051
C 0.6591 6.3203 3.9775 -0.035
C 0.2791 5.1015 3.4267 -0.190
C -0.5051 5.1152 2.1320 -0.074
N -0.7511 3.7961 1.5812 -0.138
C 0.0623 3.0335 0.8463 -0.132
N -0.4972 1.8566 0.6443 0.019
C -1.6896 1.9543 1.2974 -0.214
N -1.8752 3.1156 1.8804 0.135
C 0.6347 3.9231 4.0635 0.034
H 0.0659 -4.2281 3.7504 0.131
H -1.2283 -3.3709 4.5780 0.138
H -2.3103 -1.4138 3.3260 0.141
H 1.3977 -1.6755 -0.3749 0.049
H 1.3942 -4.5846 5.7116 0.117
H 2.9781 -3.6846 7.3738 0.112
H 3.2394 -1.2280 7.6320 0.119
H 0.3364 -0.6021 4.5567 0.118
H 2.3353 5.2009 6.7020 0.120
H 1.6806 7.3153 5.5749 0.113
H 0.3818 7.2445 3.4830 0.120
H 0.0292 5.6964 1.3794 0.135
H -1.4815 5.5752 2.2761 0.138
H 1.0306 3.3563 0.4988 0.146
H -2.4004 1.1470 1.3347 0.093
H 0.3411 2.9624 3.6602 0.117
C 0.3421 -1.4008 -0.3562 -0.326
Ge -0.7205 -2.3701 -1.7589 1.004
C -0.5905 -1.5300 -3.5457 -0.285
C 0.5583 -1.7310 -4.3139 -0.129
C 0.7034 -1.1283 -5.5554 -0.080
C -0.3067 -0.3142 -6.0553 -0.082
C -1.4679 -0.1300 -5.3178 -0.081
C -1.6082 -0.7369 -4.0750 -0.111
C 0.0252 -4.1667 -1.9165 -0.284
C 0.6581 -4.7749 -0.8321 -0.101
C 1.1466 -6.0703 -0.9407 -0.079
C 1.0068 -6.7694 -2.1317 -0.081
C 0.3777 -6.1727 -3.2153 -0.078
C -0.1102 -4.8776 -3.1078 -0.109
C -2.5728 -2.4302 -1.1557 -0.281
C -3.3274 -1.2643 -1.0380 -0.149
C -4.6288 -1.2991 -0.5629 -0.083
C -5.1923 -2.5119 -0.1870 -0.082
C -4.4515 -3.6796 -0.2909 -0.076
C -3.1496 -3.6383 -0.7760 -0.091
H 1.3468 -2.3798 -3.9446 0.107
H 1.5979 -1.3044 -6.1404 0.111
H -0.1991 0.1516 -7.0275 0.109
H -2.2740 0.4747 -5.7161 0.109
H -2.5311 -0.6003 -3.5245 0.088
H 0.7740 -4.2418 0.1052 0.077
H 1.6371 -6.5336 -0.0940 0.105
H 1.3879 -7.7789 -2.2160 0.105
H 0.2655 -6.7155 -4.1452 0.106
H -0.6006 -4.4218 -3.9610 0.102
H -2.8842 -0.3037 -1.2928 0.065
H -5.2031 -0.3846 -0.4789 0.103
H -6.2078 -2.5448 0.1862 0.105
H -4.8876 -4.6266 0.0002 0.106
H -2.5813 -4.5585 -0.8581 0.100
```

Computed properties:
- HOMO level: -0.3842 Eh
- Calculated total energy: -7304.0753 hartree
- Total charge: +1
- Gap between HOMO and LUMO: 7.065 eV

***

C51H40MoN9Si as an isolated structure at a distorted geometry. Source: the OMol25 dataset; level of theory: ωB97M-V/def2-TZVPD.

Structure (XYZ):
```
102
Properties=species:S:1:pos:R:3:lowdin_charge:R:1
Mo 0.1062 -1.0416 -0.1001 1.625
C 0.1516 -4.4431 -5.8614 0.005
C 1.4578 -4.7452 -5.4962 0.005
C 2.0158 -4.2411 -4.3153 0.054
C 1.2057 -3.4485 -3.5409 -0.112
C 1.4619 -2.7765 -2.2749 -0.170
N 2.6234 -2.8220 -1.6432 0.253
C 2.7133 -2.5089 -0.3699 -0.191
C 3.9501 -2.5094 0.4127 -0.107
C 5.2528 -2.6978 0.0247 0.047
C 6.2114 -2.7395 1.0413 0.005
C 5.8492 -2.6283 2.3837 0.002
C 4.5148 -2.4649 2.7591 0.047
C 3.5929 -2.3898 1.7428 -0.112
C 2.1447 -2.2841 1.7877 -0.188
N 1.4188 -2.3403 2.8674 0.255
C 0.1140 -2.1132 2.8346 -0.195
N -0.5998 -1.4787 1.8360 0.017
C -1.9181 -1.4536 2.2516 -0.195
N -2.9561 -0.9730 1.5931 0.249
C -2.9115 -0.8073 0.2961 -0.197
N -1.8535 -1.1616 -0.5535 -0.023
C -2.3785 -1.1989 -1.8460 -0.196
N -1.8331 -1.7430 -2.9133 0.253
C -0.6294 -2.2780 -2.8645 -0.174
N 0.3294 -2.0736 -1.8805 -0.013
C -0.0901 -3.1459 -3.9055 -0.109
C -0.6553 -3.6233 -5.0627 0.054
C -3.6880 -0.5615 -1.8301 -0.133
C -4.5729 -0.3262 -2.8547 0.027
C -5.7992 0.2393 -2.5052 -0.002
C -6.1175 0.5140 -1.1746 0.005
C -5.2234 0.2249 -0.1442 0.054
C -4.0050 -0.2997 -0.5122 -0.109
C -2.0355 -2.0537 3.5779 -0.121
C -3.1241 -2.2366 4.3924 0.054
C -2.8862 -2.8657 5.6237 0.004
C -1.6118 -3.2837 5.9850 0.003
C -0.5185 -3.0897 5.1323 0.054
C -0.7735 -2.4693 3.9348 -0.117
N 1.6657 -2.1745 0.4784 -0.035
H -0.2467 -4.8496 -6.7839 0.132
H 2.0554 -5.3777 -6.1424 0.132
H 3.0402 -4.4675 -4.0270 0.139
H 5.5258 -2.8057 -1.0216 0.138
H 7.2566 -2.8771 0.7853 0.132
H 6.6179 -2.6823 3.1473 0.132
H 4.2216 -2.3940 3.8021 0.137
H -1.6750 -3.3743 -5.3492 0.138
H -4.3229 -0.5543 -3.8883 0.141
H -6.5262 0.4594 -3.2782 0.132
H -7.0859 0.9444 -0.9391 0.132
H -5.4710 0.4153 0.8964 0.138
H -4.1185 -1.8945 4.1072 0.139
H -3.7112 -3.0316 6.3089 0.132
H -1.4636 -3.7670 6.9451 0.132
H 0.4820 -3.4057 5.4107 0.137
C 0.9903 0.4890 -1.1645 -0.307
Si 0.7752 2.3296 -0.8965 0.565
C 1.1523 2.3393 0.8984 -0.237
N 0.3826 1.3200 1.6682 -0.163
C -1.0528 1.7915 1.8577 -0.163
C -1.4714 1.9047 3.3146 -0.172
C -0.5081 2.8028 4.0990 -0.147
C 0.9679 2.3604 3.8934 -0.147
C 1.0488 1.1359 2.9967 -0.199
C 2.0422 3.2199 -1.8201 -0.261
C 3.3980 3.0476 -1.5191 -0.098
C 4.3672 3.7597 -2.2099 -0.064
C 3.9862 4.6480 -3.2124 -0.052
C 2.6454 4.8234 -3.5252 -0.054
C 1.6747 4.1071 -2.8344 -0.072
C -0.9094 2.9027 -1.3104 -0.280
C -1.3228 4.1682 -0.8712 -0.091
C -2.5606 4.6837 -1.2380 -0.047
C -3.3966 3.9482 -2.0749 -0.051
C -2.9927 2.7027 -2.5402 -0.071
C -1.7555 2.1832 -2.1548 -0.095
H 2.0642 0.3396 -0.9629 0.046
H 0.8254 0.2687 -2.2302 0.045
H 0.9788 3.3464 1.3109 0.111
H 2.2256 2.1429 0.9918 0.095
H -1.7250 1.1637 1.2916 0.076
H -1.1417 2.7750 1.4084 0.101
H -1.5379 0.9197 3.7902 0.100
H -2.4813 2.3175 3.3342 0.127
H -0.7703 2.7925 5.1599 0.119
H -0.6437 3.8343 3.7666 0.119
H 1.4371 2.1115 4.8456 0.122
H 1.5682 3.1599 3.4664 0.107
H 0.5761 0.3206 3.5217 0.090
H 2.0827 0.8566 2.8124 0.118
H 3.7145 2.3597 -0.7302 0.096
H 5.4183 3.6312 -1.9666 0.114
H 4.7444 5.2110 -3.7510 0.120
H 2.3546 5.5194 -4.3070 0.118
H 0.6240 4.2551 -3.0847 0.106
H -0.6685 4.7751 -0.2383 0.121
H -2.8665 5.6663 -0.8889 0.120
H -4.3537 4.3616 -2.3842 0.118
H -3.6305 2.1522 -3.2266 0.099
H -1.4325 1.2275 -2.5648 0.085
```

Computed properties:
- HOMO level: -0.5564 Eh
- Calculated total energy: -2817.1492 hartree
- Total charge: +3
- Gap between HOMO and LUMO: 4.251 eV

***

C51H41N2O4PtS5 as an isolated structure at a distorted geometry. Source: the OMol25 dataset; level of theory: ωB97M-V/def2-TZVPD.

Structure (XYZ):
```
104
Properties=species:S:1:pos:R:3:lowdin_charge:R:1
Pt 0.1035 0.2529 -0.4724 1.130
O 2.2154 0.0838 -0.3389 -0.257
C 2.8844 -0.5196 0.6940 -0.459
C 1.9006 -1.3890 1.5713 -0.041
C 1.0768 -0.5015 2.4375 -0.259
C 1.3790 -0.3338 3.7858 -0.011
C 0.6299 0.5513 4.5352 -0.037
C -0.3790 1.2673 3.9165 -0.018
C -0.6356 1.0636 2.5653 -0.239
C -1.6993 1.8280 1.8524 -0.068
C -1.1175 2.8995 0.8668 -0.483
O -0.3532 2.3317 -0.1163 -0.318
C -2.3375 3.6197 0.2453 -0.132
C -3.2449 4.3298 1.0256 -0.036
C -4.3268 4.9712 0.4418 -0.091
C -4.5187 4.9095 -0.9307 -0.103
C -3.6079 4.2196 -1.7160 -0.070
C -2.5212 3.5859 -1.1304 -0.012
C -0.2978 3.9990 1.5685 -0.128
C 0.6129 4.7018 0.7812 -0.017
C 1.3990 5.7058 1.3215 -0.087
C 1.2903 6.0261 2.6686 -0.115
C 0.3637 5.3586 3.4518 -0.087
C -0.4375 4.3662 2.9014 -0.046
N 0.0702 0.1668 1.8667 0.096
C 3.4785 0.5382 1.6525 -0.136
C 4.4588 0.2279 2.5882 -0.035
C 4.8450 1.1636 3.5378 -0.091
C 4.2642 2.4229 3.5571 -0.097
C 3.3199 2.7540 2.5968 -0.057
C 2.9339 1.8192 1.6483 -0.010
C 4.0134 -1.3938 0.1159 -0.126
C 4.5014 -1.0471 -1.1421 -0.006
C 5.5480 -1.7440 -1.7217 -0.077
C 6.1360 -2.8060 -1.0495 -0.105
C 5.6548 -3.1657 0.1978 -0.093
C 4.5993 -2.4712 0.7737 -0.056
H 1.2692 -1.9284 0.8640 0.099
H 2.4513 -2.0915 2.1925 0.109
H 2.1814 -0.9014 4.2341 0.118
H 0.8245 0.6794 5.5924 0.109
H -0.9874 1.9539 4.4851 0.104
H -2.2677 1.1502 1.2151 0.057
H -2.3799 2.2964 2.5613 0.112
H -3.1096 4.4024 2.0975 0.104
H -5.0217 5.5224 1.0635 0.096
H -5.3677 5.4036 -1.3862 0.095
H -3.7420 4.1742 -2.7897 0.103
H -1.7930 3.0590 -1.7327 0.083
H 0.6955 4.4367 -0.2640 0.124
H 2.1013 6.2394 0.6936 0.102
H 1.9293 6.7844 3.1033 0.096
H 0.2610 5.6107 4.5006 0.098
H -1.1767 3.8941 3.5321 0.091
H 4.9298 -0.7456 2.5830 0.103
H 5.5972 0.8977 4.2706 0.096
H 4.5474 3.1422 4.3159 0.094
H 2.8679 3.7377 2.5897 0.083
H 2.1914 2.0712 0.9016 0.100
H 4.0229 -0.2328 -1.6674 0.118
H 5.9066 -1.4596 -2.7030 0.099
H 6.9533 -3.3568 -1.4978 0.094
H 6.1007 -3.9975 0.7296 0.096
H 4.2414 -2.8002 1.7409 0.099
S -4.9441 0.2656 -5.9239 0.521
C -3.8244 0.2467 -4.7297 -1.512
S -4.1408 -0.3692 -3.1334 0.895
C -2.5733 -0.0351 -2.4252 -1.114
C -1.6456 0.5623 -3.2624 -1.114
S -0.0787 1.0425 -2.8969 0.743
S -2.2088 0.8485 -4.9084 0.892
S -2.3754 -0.4406 -0.7934 0.658
C -0.9000 -6.4575 4.0727 -0.058
C -0.1294 -6.5030 2.7793 -0.246
C 0.8865 -7.4368 2.6129 -0.075
C 1.6161 -7.4761 1.4351 -0.094
C 1.3479 -6.5756 0.4228 -0.036
C 0.3115 -5.6479 0.5570 -0.197
N 0.0237 -4.7313 -0.4558 0.094
C 0.2373 -4.9294 -1.8091 -0.185
C 0.1267 -6.2070 -2.3780 -0.044
C 0.3399 -6.4071 -3.7272 -0.101
C 0.6540 -5.3355 -4.5549 -0.104
C 0.7036 -4.0641 -4.0142 -0.028
C 0.4958 -3.8380 -2.6570 -0.054
C 0.5613 -2.4045 -2.1685 -0.591
O 0.9890 -1.5707 -2.9703 -0.055
O 0.1489 -2.1826 -0.9743 -0.183
C -0.4448 -5.6225 1.7406 -0.165
C -1.6056 -4.6726 1.8631 -0.031
H -0.4160 -7.0787 4.8250 0.069
H -1.9203 -6.8231 3.9349 0.080
H -0.9634 -5.4361 4.4496 0.079
H 1.1077 -8.1362 3.4107 0.098
H 2.4097 -8.2019 1.3098 0.097
H 1.9436 -6.5723 -0.4789 0.112
H -0.0651 -3.7452 -0.2204 0.097
H -0.1460 -7.0391 -1.7432 0.108
H 0.2544 -7.4075 -4.1341 0.095
H 0.8525 -5.4891 -5.6074 0.091
H 0.9234 -3.2040 -4.6302 0.113
H -1.9704 -4.3965 0.8754 0.080
H -1.3204 -3.7550 2.3854 0.087
H -2.4235 -5.1332 2.4164 0.071
```

Computed properties:
- HOMO level (alpha / beta): -0.1825 / -0.1873 Eh
- Calculated total energy: -4488.8438 hartree
- Total charge: -1
- Multiplicity: 5
- Gap between HOMO and LUMO (alpha / beta): 6.997 / 5.265 eV

***

Question: Among the records above, which one has the lowest calculated total energy?
Answer: C51H37GeN12OPdSe

***

Question: The lowest calculated total energy belongs to which entry?
Answer: C51H37GeN12OPdSe

***

Question: What is the formula in the third record?
Answer: C51H40MoN9Si